The following is a DFT calculation (ωB97M-V with the def2-TZVPD basis set) of C2H5BBrGdO as an isolated structure.

Geometry as XYZ:
```
11
Properties=species:S:1:pos:R:3:forces:R:3
B -0.30511 0.32632 -0.77426 0.9 0.3 1.5
C -0.29776 -0.49725 0.64273 0.0 0.0 -0.4
C 0.82654 -0.09373 1.51354 -0.7 -0.2 -0.3
O 0.81185 0.41126 2.57660 0.8 0.1 0.0
Br 2.70444 -0.36390 0.89257 -0.3 0.2 0.5
H -0.26648 1.53310 -0.62335 -0.3 0.0 -0.4
H -1.37476 0.09067 -1.29503 -0.3 -1.0 3.0
H 0.61664 0.04530 -1.55749 -0.7 -0.3 -0.3
H -1.22874 -0.31091 1.18691 0.2 0.0 0.1
H -0.19390 -1.56968 0.44808 0.1 0.0 0.1
Gd -1.29272 0.42882 -3.01029 0.3 1.1 -3.7
```
Forces are in eV/Å.

Total charge ... +2
Multiplicity ... 8
F_max ... 3.88 eV/A
Kohn-Sham gap (alpha / beta) ... 9.0 / 6.9 eV
⟨S²⟩ ... 15.80